one | Density functional theory data (the ωB97M-V functional and the def2-TZVPD basis) for 3 unconnected molecules or ions with the total composition C2H5NS2.

Gap between HOMO and LUMO ... 0.31877 Ha
Charge ... 0

Atoms and positions in Å:
C1 1.088 1.289 0.084
C2 0.000 -1.488 -0.005
H1 2.358 1.065 0.818
H2 1.027 2.031 -1.174
H3 -0.040 1.133 0.768
H4 0.257 -2.596 0.119
H5 -3.053 0.170 0.181
N1 -1.230 -1.266 -0.047
S1 1.438 -0.584 -0.409
S2 -1.846 0.246 -0.334


two | Density functional theory data (the ωB97M-V functional and the def2-TZVPD basis) for C2H5NS2 in the gas phase.

Structure (SMILES) ... CS/C=N\S
Gap between HOMO and LUMO ... 0.34246 Ha
Charge ... 0

Atoms and positions in Å:
C1 1.795 -0.105 -0.004
C2 -0.775 0.672 0.027
H1 2.495 -0.946 -0.125
H2 1.943 0.554 -0.867
H3 1.975 0.409 0.913
H4 -0.192 1.603 0.015
H5 -2.293 -1.609 -0.039
N1 -2.024 0.773 0.031
S1 0.163 -0.823 0.042
S2 -3.085 -0.528 0.007


The relative energies come out as one 106.8; two 0.0, with values in kcal/mol.


one | Density functional theory data (the ωB97M-V functional and the def2-TZVPD basis) for 2 unconnected molecules or ions with the total composition C4H12S.

Structure (SMILES) ... CSC.CC
Gap between HOMO and LUMO ... 0.34647 Ha
Charge ... 0

Atoms and positions in Å:
C1 -2.276 0.887 0.452
C2 0.549 1.067 0.911
S1 -0.827 1.742 -0.140
H1 -2.678 0.268 -0.351
H2 -2.052 0.214 1.280
H3 -3.037 1.603 0.754
H4 0.035 0.253 1.408
H5 0.921 1.882 1.520
H6 1.358 0.686 0.292
C3 1.662 -2.097 -1.284
C4 1.613 -2.864 0.034
H7 0.749 -1.546 -1.475
H8 2.589 -1.526 -1.273
H9 1.796 -2.822 -2.095
H10 0.821 -3.618 -0.027
H11 1.240 -2.179 0.810
H12 2.491 -3.305 0.495


two | Density functional theory data (the ωB97M-V functional and the def2-TZVPD basis) for 2 unconnected molecules or ions with the total composition C4H12S.

Structure (SMILES) ... CSC.CC
Gap between HOMO and LUMO ... 0.34395 Ha
Charge ... 0

Atoms and positions in Å:
C1 1.179 -2.986 0.400
C2 -1.170 -1.908 -0.846
S1 -0.511 -3.403 -0.068
H1 1.370 -1.919 0.531
H2 1.294 -3.458 1.367
H3 1.982 -3.402 -0.217
H4 -1.682 -2.227 -1.749
H5 -0.461 -1.142 -1.168
H6 -1.829 -1.421 -0.130
C3 -0.421 2.797 0.849
C4 0.396 2.649 -0.433
H7 -1.494 2.789 0.678
H8 -0.311 1.982 1.564
H9 -0.185 3.742 1.344
H10 1.456 2.634 -0.198
H11 0.203 3.561 -0.985
H12 0.184 1.712 -0.936


three | Density functional theory data (the ωB97M-V functional and the def2-TZVPD basis) for 2 unconnected molecules or ions with the total composition C4H12S.

Structure (SMILES) ... CSC.CC
Gap between HOMO and LUMO ... 0.34553 Ha
Charge ... 0

Atoms and positions in Å:
C1 -2.428 2.209 1.526
C2 -2.461 1.670 0.106
H1 -2.031 1.525 2.272
H2 -1.639 2.978 1.508
H3 -3.271 2.827 1.823
H4 -1.486 1.555 -0.362
H5 -2.943 0.690 0.011
H6 -3.062 2.300 -0.542
C3 0.846 -2.410 -0.110
C4 2.490 -0.120 -0.328
S1 0.820 -0.700 -0.750
H7 -0.193 -2.616 0.138
H8 1.037 -3.011 -0.961
H9 1.580 -2.597 0.659
H10 2.966 -0.753 0.414
H11 2.511 0.958 -0.234
H12 3.116 -0.308 -1.211


The relative energies come out as one 2.1; two 0.0; three 5.4, with values in kcal/mol.


one | Density functional theory data (the ωB97M-V functional and the def2-TZVPD basis) for 3 unconnected molecules or ions with the total composition C2H10N2O2.

2S+1 ... 2
Gap between HOMO and LUMO (spin up / spin down) ... 0.11312 / 0.35385 Ha
Charge ... -1

Atoms and positions in Å:
C1 -0.897 1.678 0.191
N1 0.037 0.641 -0.218
C2 0.739 0.625 -1.348
N2 1.831 -0.048 -1.487
H1 -0.590 2.116 1.143
H2 -1.861 1.216 0.432
H3 -0.960 2.473 -0.536
H4 0.427 0.085 0.519
H5 0.444 1.284 -2.160
H6 2.106 -0.022 -2.466
H7 2.922 -1.813 1.025
H8 2.279 -1.495 -0.326
O1 2.450 -2.236 0.297
H9 -3.353 -1.935 1.141
H10 -2.383 -1.033 1.785
O2 -3.191 -1.535 2.007


two | Density functional theory data (the ωB97M-V functional and the def2-TZVPD basis) for 3 unconnected molecules or ions with the total composition C2H10N2O2.

2S+1 ... 2
Gap between HOMO and LUMO (spin up / spin down) ... 0.10341 / 0.33870 Ha
Charge ... -1

Atoms and positions in Å:
C1 -1.815 -0.764 -0.717
N1 -1.127 1.493 0.879
C2 -0.222 0.780 0.070
N2 -0.483 -0.191 -0.717
H1 -1.750 -1.937 -0.423
H2 -2.361 -0.888 -1.738
H3 -2.568 -0.607 0.045
H4 -0.803 2.442 1.269
H5 -2.009 1.319 1.048
H6 0.876 0.895 0.198
H7 2.088 -0.424 1.142
H8 1.669 -1.561 2.069
O1 1.815 -0.664 1.993
H9 1.698 -0.448 -1.873
H10 2.473 0.708 -1.866
O2 2.521 -0.153 -1.378


The relative energies come out as one 0.0; two 38.7, with values in kcal/mol.


one | Density functional theory data (the ωB97M-V functional and the def2-TZVPD basis) for 2 unconnected molecules or ions with the total composition C5H13OP.

Structure (SMILES) ... CCC=O.CPC
Gap between HOMO and LUMO ... 0.35501 Ha
Charge ... 0

Atoms and positions in Å:
C1 -2.629 0.291 0.846
C2 1.499 0.475 -0.920
C3 3.267 0.222 1.479
C4 -2.485 -0.317 -0.552
C5 -1.227 -1.233 -0.730
O1 -0.852 -1.629 -1.794
P1 1.568 0.734 0.972
H1 -2.736 -0.377 1.613
H2 -1.689 0.909 1.076
H3 -3.493 1.025 0.836
H4 1.988 1.322 -1.495
H5 0.562 0.338 -1.490
H6 2.126 -0.404 -0.958
H7 3.263 -0.769 1.826
H8 3.317 0.840 2.392
H9 4.002 0.578 0.752
H10 -2.303 0.339 -1.348
H11 -3.343 -0.885 -0.553
H12 -0.833 -1.606 0.269
H13 1.669 2.054 1.006


two | Density functional theory data (the ωB97M-V functional and the def2-TZVPD basis) for C5H13OP in the gas phase.

Structure (SMILES) ... CPOC(C)(C)C
Gap between HOMO and LUMO ... 0.34716 Ha
Charge ... 0

Atoms and positions in Å:
C1 -0.986 -1.635 0.915
C2 1.230 -1.279 -0.134
C3 0.512 0.168 1.914
C4 -0.714 2.545 -1.918
C5 0.129 -0.562 0.622
O1 -0.477 0.412 -0.276
P1 0.423 1.129 -1.451
H1 -1.832 -1.224 1.536
H2 -1.286 -1.909 -0.127
H3 -0.783 -2.537 1.483
H4 1.266 -2.375 0.179
H5 2.133 -0.813 0.238
H6 1.088 -1.219 -1.235
H7 1.349 0.889 1.737
H8 -0.456 0.515 2.312
H9 0.842 -0.587 2.737
H10 -0.728 3.076 -0.934
H11 -1.699 2.158 -2.085
H12 -0.117 2.939 -2.777
H13 0.105 0.309 -2.737


The relative energies come out as one 22.7; two 0.0, with values in kcal/mol.


one | Density functional theory data (the ωB97M-V functional and the def2-TZVPD basis) for C5H8N2 in the gas phase.

2S+1 ... 3
Gap between HOMO and LUMO (spin up / spin down) ... 0.24533 / 0.28046 Ha
Charge ... 0

Atoms and positions in Å:
C1 1.687 -1.251 -0.171
C2 0.438 -1.503 -0.671
C3 -0.350 -0.580 0.346
C4 1.098 -0.064 0.284
C5 1.469 1.410 -0.144
N1 -2.736 -0.104 0.177
N2 -1.420 0.237 -0.127
H1 2.618 -1.687 -0.532
H2 -0.712 -0.999 1.262
H3 0.877 2.086 0.332
H4 1.446 1.418 -1.293
H5 2.480 1.425 0.152
H6 -2.602 -1.060 0.594
H7 -2.959 0.489 1.001
H8 -1.335 0.183 -1.210


two | Density functional theory data (the ωB97M-V functional and the def2-TZVPD basis) for 2 unconnected molecules or ions with the total composition C5H8N2.

2S+1 ... 3
Gap between HOMO and LUMO (spin up / spin down) ... 0.25288 / 0.29335 Ha
Charge ... 0

Atoms and positions in Å:
C1 1.454 -2.256 -0.885
C2 1.724 0.412 2.397
C3 0.272 -1.612 -0.453
C4 -0.469 -0.788 -1.190
C5 -1.546 0.017 -0.668
N1 2.324 -2.768 -1.470
N2 0.967 0.962 1.499
H1 1.464 -0.641 2.586
H2 2.616 0.837 2.933
H3 0.110 -1.807 0.646
H4 -0.308 -0.658 -2.354
H5 -2.348 0.032 -1.369
H6 -1.370 1.118 -0.539
H7 -1.814 -0.320 0.331
H8 1.358 1.910 1.211


The relative energies come out as one 54.2; two 0.0, with values in kcal/mol.